Record 1
A structure of composition C45H69F10IN17O5S. Source: the Open Molecules 2025 dataset; level of theory: wB97M-V/def2-TZVPD.

XYZ file:
```
148
Properties=species:S:1:pos:R:3:forces:R:3
C -4.6983 -0.1361 3.4442 -0.31 -0.29 -0.68
C -4.8659 -0.6308 1.9122 1.34 -0.64 0.71
O -5.5421 -1.9479 1.9176 1.45 0.73 0.67
C -3.3827 -0.8470 1.2834 -0.61 0.06 -0.43
N -3.1807 0.1072 0.1338 1.76 -0.59 0.29
C -1.7605 -0.0078 -0.4080 -0.53 -0.87 0.22
C -1.7886 -1.3292 -1.3820 -1.51 2.58 -0.90
O -0.4936 -1.9640 -1.5470 -0.12 -2.49 2.16
C -0.3584 -3.1577 -0.7140 1.14 3.54 -0.45
O -0.9690 -4.2354 -1.4613 -3.15 -1.48 2.27
C -2.1827 -4.7002 -0.8919 -2.24 0.25 3.49
N -3.1411 -4.9555 -0.1616 5.84 1.27 -4.76
C 1.2627 -3.2951 -0.5345 -0.78 3.21 -1.30
N 1.7346 -4.4793 0.2169 0.60 0.47 2.21
C 2.9080 -4.0473 1.1137 2.39 -0.57 1.83
C 4.0909 -3.2323 0.4324 1.82 -0.67 -0.28
C 4.9556 -2.3096 1.4775 -1.82 1.36 -3.19
F 5.7451 -1.4441 0.6045 -1.79 -1.93 2.48
F 4.0179 -1.4673 2.1296 2.43 -1.82 -0.56
C 5.9799 -3.1590 2.3440 2.49 -2.32 -2.44
F 5.6869 -4.5858 2.3669 -0.08 4.10 -0.53
F 7.2542 -3.0954 1.6413 -3.84 -0.24 1.62
S 6.3194 -2.6462 4.1039 2.85 -0.18 4.68
F 6.4947 -4.2968 4.5061 -0.24 3.08 -0.23
F 4.7273 -2.7302 4.5956 2.49 0.42 -1.54
F 6.2971 -1.0093 3.7926 -0.66 -2.94 0.04
F 7.9946 -2.6197 3.7684 -2.87 0.02 0.90
F 6.7239 -2.2739 5.6934 -0.87 -0.66 -2.83
C 2.2240 -5.6976 -0.4696 2.01 -3.43 -1.10
C 1.5696 -6.3489 -1.7482 -0.19 -2.11 0.06
C 0.1893 -7.2133 -1.5269 -0.10 -0.24 -1.01
I 1.5518 -5.1781 -3.6130 -0.18 -0.60 1.25
C 0.6324 -4.8513 1.1995 -2.72 -1.08 0.87
F 1.0943 -5.5194 2.3847 -0.32 1.53 -2.54
C -0.3269 -3.6473 1.6548 -1.87 0.34 2.31
O 0.2257 -2.7134 2.6012 0.03 -1.09 -0.86
O -0.9272 -2.8788 0.5781 1.72 -2.21 -1.24
H -5.2682 0.8534 3.5542 0.76 -1.62 0.23
H -3.5990 0.0175 3.7692 -1.75 -0.11 -0.73
H -5.1219 -0.9842 4.1107 0.54 1.86 -1.20
H -5.5177 0.0494 1.2563 1.17 -0.98 1.06
H -4.9522 -2.4963 2.4996 -1.05 0.57 -0.79
H -2.5267 -0.7191 2.0483 -1.30 -0.11 -0.76
H -3.3413 -1.9614 0.9479 -0.06 1.99 0.20
H -3.3183 1.0935 0.4266 0.12 -0.97 -0.11
H -0.9908 -0.1620 0.4576 -1.10 0.21 -1.43
H -1.4932 0.9508 -0.9911 -0.46 -1.79 0.91
H -2.6586 -2.0154 -1.0908 1.57 0.75 -0.22
H -2.0718 -0.8981 -2.4288 0.63 -1.04 1.76
H 1.8332 -3.0600 -1.5227 -1.23 -1.20 1.63
H 1.5131 -2.3548 0.1156 -0.71 -1.80 -0.95
H 2.5825 -3.5160 2.0715 -0.24 -0.59 -1.64
H 3.3824 -5.0558 1.4578 -1.00 1.94 -0.45
H 4.8692 -4.0068 0.0367 -1.37 1.46 0.49
H 3.8594 -2.5442 -0.4456 0.03 -0.81 1.41
H 3.3608 -5.6001 -0.7234 -2.16 0.41 0.38
H 2.2272 -6.5404 0.3450 -0.17 1.62 -1.30
H 2.3230 -7.1976 -2.0435 -1.05 1.91 0.81
H -0.7218 -6.7211 -2.0552 1.57 -0.72 1.32
H -0.0054 -7.4755 -0.4259 0.18 0.59 -1.55
H 0.2960 -8.2424 -2.0674 0.01 1.91 0.95
H -0.0867 -5.6113 0.6841 1.52 1.35 0.67
H -1.2227 -4.1549 2.2064 1.65 0.48 -1.24
H -0.3128 -2.6429 3.4232 0.35 -0.30 -1.07
C 5.1489 -5.4986 -6.9341 -0.08 -0.08 0.98
C 5.0232 -5.6544 -5.4439 -0.30 -0.42 4.01
N 4.9232 -5.7782 -4.2575 0.52 0.55 -5.31
H 4.6275 -6.3147 -7.4380 0.05 0.06 0.14
H 4.7103 -4.5489 -7.2463 0.01 -0.10 0.13
H 6.2017 -5.5170 -7.2219 -0.11 -0.02 0.12
C 9.2453 -5.8227 3.3108 0.04 -0.86 -0.52
C 9.2757 -7.1095 2.5328 0.10 -3.48 -2.10
N 9.2999 -8.1335 1.9133 -0.16 4.66 2.79
H 10.0728 -5.1812 3.0013 -0.06 -0.14 -0.01
H 8.3040 -5.3019 3.1297 0.13 -0.15 -0.02
H 9.3373 -6.0313 4.3785 0.00 -0.04 -0.14
C -0.4743 4.7285 -0.8635 -0.70 -0.62 0.51
C -1.4921 3.7383 -0.3693 -2.81 -2.56 1.27
N -2.3060 2.9520 0.0217 3.74 3.79 -1.71
H 0.0911 5.1321 -0.0216 -0.09 -0.15 -0.06
H 0.2155 4.2402 -1.5542 -0.16 0.01 0.06
H -0.9756 5.5477 -1.3811 -0.02 -0.25 0.03
C -0.0056 -5.8017 -8.0905 0.49 0.53 0.68
C 0.7507 -5.0084 -7.0614 2.03 2.19 2.65
N 1.3528 -4.3762 -6.2417 -2.74 -2.76 -4.11
H 0.0579 -6.8667 -7.8585 0.05 0.15 0.06
H -1.0546 -5.4996 -8.0946 0.15 0.03 0.07
H 0.4197 -5.6265 -9.0805 0.01 0.04 0.16
C -8.5313 1.1883 -0.9206 0.52 0.51 0.68
C -7.7789 1.9848 0.1093 2.37 2.58 3.26
N -7.1792 2.6287 0.9333 -3.05 -3.29 -4.15
H -8.4623 0.1234 -0.6895 0.04 0.14 0.05
H -9.5818 1.4848 -0.9248 0.15 0.02 0.06
H -8.1067 1.3663 -1.9104 0.01 0.04 0.16
C 3.6106 3.9925 -2.0379 -0.28 0.76 0.63
C 3.0292 5.0367 -1.1257 -1.48 2.80 2.45
N 2.5663 5.8683 -0.3992 2.12 -3.79 -3.32
H 4.6797 3.8836 -1.8439 -0.13 0.08 0.10
H 3.1180 3.0334 -1.8668 -0.02 0.16 0.00
H 3.4656 4.2861 -3.0787 -0.10 -0.01 0.21
C -5.6894 2.2440 6.7088 0.00 -0.97 -0.29
C -5.7072 0.7855 6.3425 -0.10 -3.97 -0.82
N -5.7211 -0.3752 6.0496 -0.10 5.34 1.97
H -5.2344 2.8238 5.9032 -0.05 -0.13 0.05
H -6.7089 2.5985 6.8711 0.10 -0.12 -0.04
H -5.1113 2.3901 7.6232 -0.06 -0.10 -0.11
C 2.6771 6.7792 2.8606 -0.78 0.17 0.71
C 1.6229 7.0139 3.9075 -2.81 0.64 2.86
N 0.7835 7.2005 4.7406 3.78 -0.87 -3.77
H 3.2819 7.6792 2.7337 -0.12 -0.08 0.06
H 3.3251 5.9548 3.1640 -0.12 0.09 0.04
H 2.2063 6.5299 1.9082 0.06 0.06 0.14
C 10.8873 -2.0628 5.2654 0.67 -0.65 0.41
C 11.8794 -3.0300 5.8502 2.69 -2.61 1.58
N 12.6687 -3.8002 6.3158 -3.60 3.47 -2.13
H 10.8828 -1.1381 5.8457 0.06 -0.14 -0.03
H 11.1562 -1.8336 4.2324 0.03 -0.06 0.13
H 9.8873 -2.4997 5.2845 0.17 0.01 0.05
C -2.3033 8.6266 -2.6639 0.01 -0.90 -0.31
C -2.3107 7.1707 -3.0380 -0.05 -3.81 -1.01
N -2.3176 6.0095 -3.3325 0.00 5.21 1.29
H -1.8552 9.2147 -3.4674 0.00 -0.16 0.05
H -3.3284 8.9652 -2.4984 0.18 -0.12 0.04
H -1.7238 8.7720 -1.7500 -0.06 -0.10 -0.09
C -6.2404 7.6942 -4.1266 0.26 0.43 0.81
C -5.8393 8.3505 -2.8354 1.20 2.21 4.47
N -5.5228 8.8781 -1.7924 -1.67 -2.81 -5.66
H -5.7615 6.7166 -4.2103 -0.02 0.12 0.13
H -7.3238 7.5642 -4.1554 0.13 0.03 0.17
H -5.9328 8.3154 -4.9702 0.02 0.00 0.16
C 4.0487 4.2110 -6.9793 -0.68 -0.11 0.71
C 3.0354 4.0416 -5.8809 -2.74 -0.45 2.91
N 2.2285 3.9070 -5.0061 3.68 0.59 -3.99
H 3.5444 4.2521 -7.9466 -0.01 -0.01 0.16
H 4.6077 5.1365 -6.8293 -0.12 -0.09 0.04
H 4.7444 3.3697 -6.9757 -0.13 0.07 0.06
C -7.3150 7.1371 1.0265 -0.21 -0.28 -0.92
C -7.6889 6.7314 -0.3717 -0.97 -1.10 -3.70
N -7.9857 6.4080 -1.4855 1.24 1.41 4.95
H -8.0348 6.7290 1.7383 0.08 0.04 -0.14
H -6.3192 6.7610 1.2683 -0.11 0.00 -0.15
H -7.3153 8.2256 1.1099 -0.03 -0.12 -0.12
C -11.4034 6.0476 1.5065 0.51 0.53 0.65
C -10.6410 6.8534 2.5222 2.31 2.57 3.29
N -10.0363 7.5007 3.3405 -3.05 -3.33 -4.21
H -11.3241 4.9843 1.7410 0.05 0.15 0.04
H -12.4558 6.3374 1.5167 0.15 0.03 0.07
H -10.9944 6.2241 0.5096 0.02 0.03 0.14
```
Positions in Å, forces in eV/Å.

The calculation puts the HOMO-LUMO gap at 6.233 eV. The value obtained for the calculated total energy is -129439.25508 eV. The value obtained for the HOMO energy is -10.28 eV. The charge is +1. The calculation puts the maximum force at 7.64 eV/A. The spin multiplicity is 1.

Record 2
The molecule CH7FN3P. Source: the Open Molecules 2025 dataset; level of theory: wB97M-V/def2-TZVPD.

XYZ file:
```
13
Properties=species:S:1:pos:R:3:forces:R:3
C -1.7228 0.1455 0.5327 -1.45 -1.96 -0.48
N 2.7330 -0.8255 -0.0598 -4.96 2.07 0.68
N 0.5426 0.3288 -1.4950 2.29 -2.13 0.12
N -0.4894 -0.5999 0.6653 -0.76 -3.52 2.29
F 0.7186 1.5206 0.7157 0.55 -1.01 -0.27
P 0.9101 0.0248 0.0900 4.67 -2.40 -0.34
H -1.5756 1.1497 0.7317 0.19 1.97 0.79
H -2.0088 0.0773 -0.5063 -0.62 0.04 -0.47
H -2.5825 -0.2657 1.1486 1.32 0.45 -0.53
H 2.8278 -1.4527 0.7605 -0.34 0.47 -0.09
H -0.0157 1.0945 -1.4191 -2.05 2.97 -0.91
H 1.3571 0.4484 -2.0930 -0.25 0.09 0.16
H -0.6944 -1.6459 0.9289 1.41 2.96 -0.95
```
Positions in Å, forces in eV/Å.

As for the structure (SMILES): CN[P@@](=N)(N)F. The calculation puts the HOMO-LUMO gap at 9.041 eV. The energy relative to the best compared isomer or geometry (same formula, charge and spin) is 208.14 kJ/mol. The value obtained for the calculated total energy is -17625.92916 eV. The value obtained for the HOMO energy is -8.35 eV. The calculation puts the maximum force at 5.42 eV/A. The spin multiplicity is 1.

Record 3
The molecule C4H10N2. Source: the Open Molecules 2025 dataset; level of theory: wB97M-V/def2-TZVPD.

XYZ file:
```
16
Properties=species:S:1:pos:R:3:forces:R:3
C -0.4212 1.7063 -0.4674 1.41 0.82 0.21
C 0.7579 0.9161 -0.6884 0.21 2.32 -0.39
C 0.6356 -0.6796 -1.0470 -0.41 -2.46 1.09
N -0.9230 -0.3156 1.6396 1.03 1.35 -1.58
C -0.4507 -1.5646 0.9761 -0.30 0.88 -0.14
N 0.6754 -1.6021 0.0579 0.43 2.96 -1.25
H -0.4737 2.5981 0.2145 0.24 -1.50 -0.06
H -1.0332 0.5139 0.9246 0.01 -1.48 1.33
H -1.1044 1.8360 -1.2704 -0.74 -0.35 -0.68
H 1.4527 1.0062 0.1202 0.45 0.00 0.60
H 1.3408 1.2605 -1.6095 -1.02 -0.64 0.83
H -0.2750 -0.7219 -1.6635 -0.09 0.07 0.21
H 1.4866 -0.7913 -1.7276 -0.11 -0.60 0.45
H -1.2605 -1.9946 0.4144 -0.92 -0.39 0.00
H -0.1364 -0.0366 2.2547 -0.65 0.05 -0.54
H -0.2710 -2.1308 1.8719 0.44 -1.02 -0.07
```
Positions in Å, forces in eV/Å.

The calculation puts the HOMO-LUMO gap at 5.486 eV. The energy relative to the best compared isomer or geometry (same formula, charge and spin) is 582.31 kJ/mol. The value obtained for the calculated total energy is -7284.58436 eV. The value obtained for the HOMO energy is -7.42 eV. The calculation puts the maximum force at 3.24 eV/A. The spin multiplicity is 1.

> calculated total energy of number 1 (C45H69F10IN17O5S)?

-129439.25508 eV

Please write out number 3 again, unchanged.
The molecule C4H10N2. Source: the Open Molecules 2025 dataset; level of theory: wB97M-V/def2-TZVPD.

XYZ file:
```
16
Properties=species:S:1:pos:R:3:forces:R:3
C -0.4212 1.7063 -0.4674 1.41 0.82 0.21
C 0.7579 0.9161 -0.6884 0.21 2.32 -0.39
C 0.6356 -0.6796 -1.0470 -0.41 -2.46 1.09
N -0.9230 -0.3156 1.6396 1.03 1.35 -1.58
C -0.4507 -1.5646 0.9761 -0.30 0.88 -0.14
N 0.6754 -1.6021 0.0579 0.43 2.96 -1.25
H -0.4737 2.5981 0.2145 0.24 -1.50 -0.06
H -1.0332 0.5139 0.9246 0.01 -1.48 1.33
H -1.1044 1.8360 -1.2704 -0.74 -0.35 -0.68
H 1.4527 1.0062 0.1202 0.45 0.00 0.60
H 1.3408 1.2605 -1.6095 -1.02 -0.64 0.83
H -0.2750 -0.7219 -1.6635 -0.09 0.07 0.21
H 1.4866 -0.7913 -1.7276 -0.11 -0.60 0.45
H -1.2605 -1.9946 0.4144 -0.92 -0.39 0.00
H -0.1364 -0.0366 2.2547 -0.65 0.05 -0.54
H -0.2710 -2.1308 1.8719 0.44 -1.02 -0.07
```
Positions in Å, forces in eV/Å.

The calculation puts the HOMO-LUMO gap at 5.486 eV. The energy relative to the best compared isomer or geometry (same formula, charge and spin) is 582.31 kJ/mol. The value obtained for the calculated total energy is -7284.58436 eV. The value obtained for the HOMO energy is -7.42 eV. The calculation puts the maximum force at 3.24 eV/A. The spin multiplicity is 1.

> maximum force of number 1 (C45H69F10IN17O5S)?

7.64 eV/A

> Among the records above, which one has the highest calculated total energy?

C4H10N2